[1]
26
Properties=species:S:1:pos:R:3:lowdin_spin:R:1 method="wB97M-V/def2-TZVPD" orbital_gap_ha="0.092 / 0.314" charge=-1 lumo_energy_ev="3.632 / 3.479" multiplicity=2
C 0.4339 -1.7023 1.9603 0.0183
C -0.0904 -2.5254 -1.4310 0.1394
C 0.6078 -1.8493 0.4816 0.0164
C 1.1822 -1.0221 -0.4480 0.1627
N -0.1756 -2.7927 -0.1578 0.0020
N 0.7352 -1.4539 -1.6779 0.0763
H -0.7500 -2.8181 -2.2325 0.0294
H 1.3366 -1.3283 -2.4925 0.1760
H 1.8725 -0.1929 -0.4705 0.0772
H 1.1402 -1.1213 2.5370 0.0092
H 0.3233 -2.6816 2.4362 0.0017
H -0.5759 -1.2767 1.9959 0.0010
C -0.5588 2.0846 0.0172 0.0180
C 0.6505 3.0367 0.1060 0.0789
C -0.8305 1.5591 1.4165 0.0139
C -1.6430 2.8552 -0.7141 0.0625
H -0.3000 1.2481 -0.6338 0.0147
H 0.9556 3.4690 -0.8431 0.0269
H 1.4900 2.4801 0.5505 0.0213
H -1.1039 2.3820 2.0757 0.0024
H -1.6996 0.8939 1.4633 0.0040
H 0.0784 1.1049 1.7986 0.0034
H -1.3680 3.0980 -1.7431 0.0217
H -2.5599 2.2930 -0.9901 0.0127
H -1.9681 3.7542 -0.1983 0.0044
H 0.6175 3.8415 0.8581 0.0055

[2]
11
Properties=species:S:1:pos:R:3:mulliken_charge:R:1 method="wB97M-V/def2-TZVPD" orbital_gap_ha=0.230 charge=-1 lumo_energy_ev=3.687
C -1.8691 0.0572 0.0451 -0.0747
C -1.7233 -1.2182 0.3450 0.4323
C -0.8839 1.2655 0.3447 0.6087
C 1.6849 -0.0575 -0.4198 -0.7744
O -1.4402 -2.3686 0.4746 -0.4708
O -1.4060 2.3213 0.0576 -0.6263
O -2.9973 0.6120 -0.4125 -0.6411
S 0.9181 1.1281 0.4107 -0.2463
H 1.9200 -0.8851 0.1446 0.2284
H 1.2461 -0.1969 -1.5285 0.1643
H -2.7322 1.5672 -0.3654 0.3999

[3]
82
Properties=species:S:1:pos:R:3:mulliken_charge:R:1 method="wB97M-V/def2-TZVPD" orbital_gap_ha=0.360 lumo_energy_ev=0.060
C -3.1412 -0.5574 5.4862 -0.8851
C -2.8776 -0.1503 4.3921 -2.1712
C -2.5802 0.3317 3.0421 3.1507
C -1.1892 -0.1991 2.6424 -0.6962
C -0.9079 -1.6407 3.0698 -1.3689
C -1.8338 -2.7371 2.5456 -0.8551
C -1.7808 -3.0851 1.0451 -0.7854
C -0.4239 -2.9844 0.3682 0.0981
C -0.5047 -3.3608 -1.1202 -0.8071
C -0.2338 -2.2057 -2.0780 -1.1890
C 1.1486 -1.5798 -1.9524 -0.2824
C 2.2839 -2.4945 -2.4571 -0.8056
C 3.2629 -1.8107 -3.4315 -0.8295
C 4.6345 -1.5799 -2.8252 -0.7152
C 5.6554 -1.0612 -3.8567 -0.4451
C 7.0830 -1.0734 -3.3031 -0.8853
C 7.6591 0.3286 -3.0918 -0.7939
C 7.7649 1.1268 -4.4008 -0.2803
C 8.8599 2.2042 -4.3663 -1.1289
N -3.5909 0.0117 2.0444 -0.0565
C -3.5388 0.9436 1.0052 -1.0523
O -3.9044 0.6920 -0.1087 -0.5434
C -2.9630 2.2642 1.5522 2.0915
O -1.6177 2.4908 1.0084 -0.3317
C -1.4074 2.2420 -0.2358 0.7045
N -1.2363 2.0337 -1.3559 -0.5907
C -3.7846 3.5497 1.3294 -0.5338
Br -2.6285 5.1363 1.3422 -0.0493
C -4.6199 3.5873 0.0375 -0.4726
C -6.0174 3.0034 0.2389 -1.1476
C -2.7447 1.8922 3.0784 -1.5452
Br -1.1046 2.7977 3.7512 -0.0380
N -3.7473 2.3775 3.9778 -0.1945
C -5.1680 2.0796 3.7038 0.1746
C -5.8062 1.1072 4.6831 -1.6556
H -3.3785 -0.8233 6.4823 0.6106
H -1.0930 -0.1254 1.5596 0.1675
H -0.4023 0.4188 3.0493 0.4672
H -0.9200 -1.7056 4.1522 0.6078
H 0.1162 -1.8602 2.7830 0.6831
H -1.6227 -3.6482 3.0965 0.5441
H -2.8550 -2.4719 2.8113 0.3208
H -2.5037 -2.5319 0.4419 0.2860
H -2.0792 -4.1275 0.9646 0.3950
H -0.0304 -1.9773 0.4431 -0.0867
H 0.3038 -3.6315 0.8536 0.2529
H -1.4980 -3.7375 -1.3505 0.4911
H 0.1989 -4.1577 -1.3490 0.3938
H -0.3056 -2.5946 -3.0923 0.4715
H -0.9881 -1.4362 -1.9749 0.2903
H 1.3719 -1.2920 -0.9271 0.1189
H 1.1403 -0.6583 -2.5252 0.5577
H 2.8615 -2.8190 -1.5965 0.3557
H 1.8577 -3.3900 -2.9011 0.4571
H 3.3632 -2.4188 -4.3265 0.4239
H 2.8700 -0.8467 -3.7437 0.3158
H 5.0342 -2.5040 -2.4142 0.3887
H 4.5797 -0.8402 -2.0283 0.2085
H 5.3537 -0.0499 -4.1125 0.2275
H 5.5605 -1.6772 -4.7461 0.4112
H 7.7612 -1.6270 -3.9491 0.3903
H 7.0762 -1.5762 -2.3385 0.4042
H 8.6231 0.2699 -2.5977 0.4921
H 6.9606 0.8466 -2.4345 0.2038
H 6.8120 1.6194 -4.5611 0.2727
H 7.9242 0.4416 -5.2273 0.3319
H 9.4078 2.2136 -5.3019 0.2912
H 8.4484 3.1997 -4.2388 0.3025
H 9.5585 2.0254 -3.5571 0.3069
H -3.5176 -0.8933 1.5900 0.3329
H -4.4501 3.7309 2.1553 0.4951
H -4.7342 4.6169 -0.2720 0.5776
H -4.0926 3.0589 -0.7460 0.2111
H -6.4292 3.3091 1.1951 0.2635
H -6.6760 3.3381 -0.5526 0.4103
H -6.0234 1.9195 0.2149 0.2773
H -3.6054 3.3665 4.1036 0.4095
H -5.7098 3.0190 3.7929 0.6308
H -5.3473 1.7266 2.6942 -0.1096
H -6.8843 1.1716 4.5669 0.5018
H -5.5147 0.0903 4.4576 0.2212
H -5.5218 1.3594 5.6966 0.3389

[4]
12
Properties=species:S:1:pos:R:3:mulliken_charge:R:1 method="wB97M-V/def2-TZVPD" orbital_gap_ha=0.370 lumo_energy_ev=0.374
C 1.0572 -1.1068 1.4144 -0.9660
C 0.6608 -0.9537 -0.0279 -0.0301
C -0.4278 -0.4015 -0.4804 0.1108
C -1.3297 0.4171 -0.9752 -0.5544
C -0.9437 1.8535 -1.0116 0.0357
O 0.0924 2.2915 -0.5642 -0.4749
H 1.1575 -2.1589 1.7011 0.3044
H 0.3485 -0.6195 2.0888 0.3178
H 2.0353 -0.6308 1.5437 0.2859
H 1.3907 -1.2458 -0.7821 0.3052
H -2.3006 0.1115 -1.3588 0.3559
H -1.6846 2.5269 -1.4845 0.3098

[5]
14
Properties=species:S:1:pos:R:3:mulliken_charge:R:1 method="wB97M-V/def2-TZVPD" orbital_gap_ha=0.374 lumo_energy_ev=1.209
C -1.1357 -1.7232 -0.4464 -0.5145
C -1.4320 -0.6268 -1.1389 -0.4519
C 0.8156 1.6008 0.1691 -0.5121
C 0.5102 0.7455 1.3646 -0.1383
O 1.4612 -0.2391 0.8402 -0.3815
C 1.6848 0.6534 -0.1901 -0.1805
H -1.8845 -2.4474 -0.1283 0.2242
H -0.1376 -2.0084 -0.1740 0.2822
H -2.4447 -0.5729 -1.4997 0.2397
H -0.7286 0.1426 -1.4770 0.2180
H 0.5466 2.6020 -0.1163 0.3301
H -0.4931 0.3257 1.4675 0.2513
H 0.8585 1.1448 2.3183 0.2611
H 2.3793 0.4031 -0.9888 0.3722

[6]
55
Properties=species:S:1:pos:R:3:lowdin_spin:R:1 method="wB97M-V/def2-TZVPD" orbital_gap_ha="0.232 / 0.161" charge=+2 lumo_energy_ev="-6.265 / -10.516" multiplicity=5
C -2.9607 0.1989 -3.8437 0.1532
C -2.7098 -1.0395 -3.2663 0.0474
C -1.8455 -1.1777 -2.1635 0.0907
C -1.2678 -0.0203 -1.6178 0.3175
C -1.5097 1.2311 -2.1934 0.1412
C -2.3683 1.3392 -3.3034 0.0046
C -1.6451 -2.5343 -1.5843 0.0315
C -0.2140 -3.1373 -1.5144 0.0590
N 0.8745 -2.2105 -1.4650 0.5178
Pt 0.0361 -0.1352 -0.0050 1.1197
C -0.8385 2.4575 -1.6661 0.0371
P 0.7667 2.0875 -0.9088 0.3083
H -3.1821 -1.9554 -3.6626 0.0017
H -2.5457 2.3286 -3.7181 -0.0002
H -3.6309 0.2826 -4.7149 0.0061
H -1.4452 2.9822 -0.8880 0.0067
H -0.6595 3.1884 -2.4641 0.0100
H -2.0262 -2.5814 -0.5462 0.0021
H -2.2163 -3.2631 -2.1652 -0.0007
H -0.1804 -3.7111 -0.5863 0.0011
C 1.2528 3.4822 0.1529 0.0343
C 1.9640 1.8965 -2.2372 0.0681
H -0.0720 -3.8239 -2.3808 0.0329
C 1.2941 -1.6911 -2.7790 0.0315
C 2.0512 -2.6764 -0.7073 0.0501
H 0.1937 1.2821 0.8764 0.1663
H 1.6683 -2.5126 -3.4181 0.0201
H 0.4504 -1.2151 -3.2627 0.0039
H 2.0932 -0.9624 -2.6331 0.0018
H 2.5746 -3.5087 -1.2308 0.0297
H 2.7343 -1.8364 -0.5752 0.0062
H 1.7078 -3.0164 0.2689 0.0041
H 2.2350 2.8948 -2.6099 0.0141
H 2.8735 1.3945 -1.8701 0.0026
H 1.5312 1.3252 -3.0517 0.0009
H 1.3030 4.4258 -0.4084 0.0054
H 0.5239 3.5693 0.9812 0.0056
H 2.2387 3.2527 0.5892 0.0017
H 1.1048 1.1033 0.6079 0.1041
O 0.0514 -3.2156 1.5049 0.0680
C -0.5874 -2.3275 2.1306 0.0316
N -0.7961 -1.0490 1.6486 0.3669
S -1.6682 -0.0094 2.6896 0.0056
O -0.8311 1.0559 3.1942 0.0284
O -2.9370 0.3163 2.0830 0.0146
C -1.7942 -1.3050 3.8807 0.0135
C -2.3697 -1.1593 5.1410 -0.0010
C -2.3826 -2.2846 5.9897 0.0118
C -1.8271 -3.4984 5.5518 0.0053
C -1.2441 -3.6038 4.2881 0.0030
C -1.2220 -2.4844 3.4509 0.0139
H -2.7962 -0.1941 5.4254 -0.0002
H -2.8262 -2.2013 6.9892 0.0005
H -1.8622 -4.3551 6.2152 0.0002
H -0.8057 -4.5261 3.9285 0.0000